[1]
ORCA calculation (ωB97M-V/def2-TZVPD) on 2 unconnected molecules or ions with the total composition C5H13NO at a distorted geometry.

ORCA input file:
```
! RIJCOSX wB97M-V def2-TZVPD def2/J DEFGRID3
* xyz 0 1
C -0.25 -1.62 0.82
C -1.21 -1.17 -0.25
C -0.82 -1.60 -1.63
N -1.27 -2.87 -1.97
O -0.15 -0.98 -2.42
H 0.77 -1.29 0.56
H -0.04 -2.68 0.97
H -0.38 -1.08 1.76
H -2.29 -1.12 -0.05
H -1.12 -0.07 -0.31
H -1.10 -3.25 -2.89
H -1.91 -3.42 -1.41
C 1.22 2.98 1.52
C 1.22 2.23 0.20
H 1.10 2.39 2.42
H 2.10 3.61 1.70
H 0.46 3.77 1.50
H 2.20 1.79 0.04
H 1.02 2.88 -0.66
H 0.44 1.48 0.10
*
```

The HOMO energy is -9.89 eV. As for the frontier orbital gap: 10.76 eV. As for the energy relative to the best compared isomer or geometry (same formula, charge and spin): 0.640 eV. The value obtained for the maximum force is 2.5 eV/Å. The total energy is -8933.3709 eV.

[2]
ORCA calculation (ωB97M-V/def2-TZVPD) on 2 unconnected molecules or ions with the total composition C5H13NO at a distorted geometry.

ORCA input file:
```
! RIJCOSX wB97M-V def2-TZVPD def2/J DEFGRID3
* xyz 0 1
C -1.59 -0.11 -1.60
C -0.27 -0.16 -1.31
C 0.70 0.65 -2.00
C -0.01 -1.11 -0.19
C 0.42 -0.51 1.13
N 1.81 -0.05 1.23
H -2.08 0.50 -2.34
H -2.20 -0.90 -1.42
H 0.37 1.51 -2.54
H 1.20 0.17 -2.97
H 1.59 1.17 -1.54
H 0.62 -1.88 -0.53
H -0.86 -1.74 0.17
H -0.10 0.45 1.36
H 0.21 -1.05 2.13
H 2.22 -0.33 2.21
H 2.38 -0.48 0.52
O -1.81 1.49 2.51
H -1.00 1.41 1.93
H -1.62 0.96 3.23
*
```

The HOMO energy is -9.15 eV. As for the frontier orbital gap: 9.95 eV. As for the energy relative to the best compared isomer or geometry (same formula, charge and spin): 3.378 eV. The value obtained for the maximum force is 5.1 eV/Å. The total energy is -8930.6333 eV.

[3]
ORCA calculation (ωB97M-V/def2-TZVPD) on 2 unconnected molecules or ions with the total composition C5H13NO at a distorted geometry.

ORCA input file:
```
! RIJCOSX wB97M-V def2-TZVPD def2/J DEFGRID3
* xyz 0 1
C -0.31 -2.05 2.02
C 0.15 -1.20 0.88
C -0.46 -0.05 0.48
C -1.33 0.72 1.44
N -0.23 0.41 -0.80
C -0.75 1.65 -1.33
H 0.15 -3.05 1.94
H -1.36 -2.37 1.92
H -0.10 -1.75 3.05
H 1.10 -1.50 0.44
H -1.93 1.46 0.92
H -2.03 0.09 1.98
H -0.71 1.29 2.14
H 0.40 -0.14 -1.34
H -0.62 2.45 -0.59
H -1.85 1.59 -1.34
H -0.37 1.92 -2.31
O 2.55 0.20 -2.13
H 2.58 -0.22 -3.00
H 2.02 0.98 -2.29
*
```

The HOMO energy is -6.88 eV. As for the frontier orbital gap: 7.53 eV. As for the energy relative to the best compared isomer or geometry (same formula, charge and spin): 1.924 eV. The value obtained for the maximum force is 2.0 eV/Å. The total energy is -8932.0870 eV.

[4]
ORCA calculation (ωB97M-V/def2-TZVPD) on 2 unconnected molecules or ions with the total composition C5H13NO at a distorted geometry.

ORCA input file:
```
! RIJCOSX wB97M-V def2-TZVPD def2/J DEFGRID3
* xyz 0 1
C -1.82 -1.05 -0.05
C -0.31 -1.00 -0.01
O 0.38 -2.02 -0.04
C 0.26 0.34 -1.03
C 1.76 0.30 -1.24
N -0.25 1.65 -0.69
H -2.17 -1.68 0.77
H -2.14 -1.51 -0.99
H -2.25 -0.06 0.05
H -0.22 0.00 -1.96
H 2.06 0.91 -2.10
H 2.29 0.66 -0.35
H 2.08 -0.73 -1.45
H 0.42 2.19 -0.16
H -0.57 2.18 -1.50
C 0.08 -0.08 2.18
H 0.40 0.05 0.93
H 0.98 -0.26 2.76
H -0.31 0.93 2.36
H -0.66 -0.81 2.51
*
```

The HOMO energy is -8.40 eV. As for the frontier orbital gap: 9.27 eV. As for the energy relative to the best compared isomer or geometry (same formula, charge and spin): 2.931 eV. The value obtained for the maximum force is 4.9 eV/Å. The total energy is -8931.0796 eV.

[5]
ORCA calculation (ωB97M-V/def2-TZVPD) on a gas-phase ion, C5H13NO (charge +1) at a distorted geometry.

ORCA input file:
```
! RIJCOSX wB97M-V def2-TZVPD def2/J DEFGRID3
* xyz 1 2
C 0.67 -0.37 -0.64
C -0.23 0.72 -1.25
C -0.14 0.42 -2.77
C -1.72 0.59 -0.91
N 1.02 -0.29 0.74
C 0.00 -0.42 1.77
O 0.67 -0.42 2.97
H 1.58 -0.30 -1.25
H 0.31 -1.36 -1.01
H 0.19 1.69 -1.00
H -0.71 1.09 -3.40
H 0.86 0.42 -3.21
H -0.53 -0.60 -2.84
H -1.97 -0.48 -0.98
H -1.92 0.85 0.12
H -2.27 1.16 -1.65
H 1.69 -1.04 0.95
H -0.66 0.46 1.73
H -0.64 -1.27 1.50
H 0.23 -1.03 3.57
*
```

The HOMO energy (spin up / spin down) is -15.91 / -15.93 eV. As for the frontier orbital gap (spin up / spin down): 12.70 / 7.49 eV. As for the energy relative to the best compared isomer or geometry (same formula, charge and spin): 1.821 eV. The value obtained for the maximum force is 4.1 eV/Å. The total energy is -8923.9304 eV.

[6]
ORCA calculation (ωB97M-V/def2-TZVPD) on 2 unconnected molecules or ions with the total composition C5H13NO at a distorted geometry.

ORCA input file:
```
! RIJCOSX wB97M-V def2-TZVPD def2/J DEFGRID3
* xyz 1 2
C 0.82 -0.15 -2.10
C 0.29 0.67 -0.90
C 0.57 0.05 0.43
C -0.51 -0.36 1.27
C 3.02 0.46 0.28
N 1.77 -0.10 0.82
H 0.28 -1.10 -2.11
H 1.90 -0.29 -2.03
H 0.56 0.40 -3.00
H 0.49 1.75 -0.95
H -0.79 0.70 -0.98
H -0.63 0.15 2.22
H -1.45 -0.66 0.83
H 2.84 0.92 -0.68
H 3.43 1.11 1.04
H 3.67 -0.38 0.04
H 1.93 -0.71 1.61
H -5.21 -1.26 0.03
H -5.73 -0.15 0.92
O -4.93 -0.46 0.49
*
```

The HOMO energy (spin up / spin down) is -14.07 / -14.07 eV. As for the frontier orbital gap (spin up / spin down): 10.35 / 8.08 eV. As for the energy relative to the best compared isomer or geometry (same formula, charge and spin): 0.796 eV. The value obtained for the maximum force is 2.2 eV/Å. The total energy is -8924.9550 eV.

[7]
ORCA calculation (ωB97M-V/def2-TZVPD) on 2 unconnected molecules or ions with the total composition C5H13NO at a distorted geometry.

ORCA input file:
```
! RIJCOSX wB97M-V def2-TZVPD def2/J DEFGRID3
* xyz 1 2
C -0.81 -1.51 -0.85
C 0.24 -2.08 -1.80
H -1.65 -2.18 -0.47
H -0.31 -1.19 0.11
H -1.45 -0.79 -1.40
H 0.58 -1.46 -2.60
H -0.06 -3.01 -2.05
H 1.14 -2.33 -1.31
C 0.54 1.22 0.28
C 1.49 0.19 0.89
C -0.73 1.24 1.15
O -1.35 0.36 1.71
N -1.17 2.64 1.21
H 0.95 2.22 0.22
H 0.34 0.84 -0.68
H 1.04 -0.81 0.86
H 1.63 0.52 1.91
H -1.85 2.83 1.89
H -1.11 3.20 0.33
H 2.53 0.11 0.57
*
```

The HOMO energy (spin up / spin down) is -14.87 / -14.79 eV. As for the frontier orbital gap (spin up / spin down): 10.15 / 5.11 eV. As for the energy relative to the best compared isomer or geometry (same formula, charge and spin): 3.133 eV. The value obtained for the maximum force is 4.6 eV/Å. The total energy is -8922.6175 eV.

[8]
ORCA calculation (ωB97M-V/def2-TZVPD) on a gas-phase ion, C5H13NO (charge +1) at a distorted geometry.

ORCA input file:
```
! RIJCOSX wB97M-V def2-TZVPD def2/J DEFGRID3
* xyz 1 2
C 0.92 1.65 -0.70
N 0.47 0.71 0.29
C 1.50 0.04 1.06
C -1.46 -0.37 1.36
C -0.77 0.02 0.04
C -0.58 -1.19 -0.92
O 0.30 -0.93 -1.98
H 1.03 1.14 -1.64
H 1.78 2.21 -0.35
H 0.13 2.39 -0.85
H 1.80 0.63 1.92
H 1.12 -0.95 1.33
H 2.35 -0.21 0.43
H -1.39 0.47 2.04
H -1.23 -1.35 1.75
H -2.53 -0.45 1.09
H -1.40 0.71 -0.51
H -1.60 -1.44 -1.20
H -0.23 -2.06 -0.36
H -0.19 -1.02 -2.80
*
```

The HOMO energy (spin up / spin down) is -14.77 / -15.27 eV. As for the frontier orbital gap (spin up / spin down): 12.06 / 8.41 eV. As for the energy relative to the best compared isomer or geometry (same formula, charge and spin): 0.717 eV. The value obtained for the maximum force is 2.1 eV/Å. The total energy is -8925.0343 eV.